Arrangement w

The following is a quantum chemistry calculation of a 2-piece molecular cluster, C4H9N overall, from the OMol25 dataset.

The geometry in XYZ format:
```
14
C4H9N | the OMol25 dataset | the ωB97M-V functional and the def2-TZVPD basis
C 1.328 1.664 4.093
C 0.212 2.065 4.710
H 2.245 2.058 4.518
H 1.324 0.869 3.355
H 0.323 2.908 5.389
H -0.821 1.784 4.532
C -0.205 -2.236 -2.149
C -0.288 -1.012 -2.698
N -0.984 -0.587 -3.812
H -0.814 -2.998 -2.707
H 0.538 -2.418 -1.364
H 0.250 -0.082 -2.426
H -0.795 0.335 -4.053
H -1.647 -1.240 -4.298
```

## Properties
Orbital gap (eV): 9.13
LUMO (Eh): 0.0388
Net charge: 0
Structure (SMILES): C=CN.C=C

Arrangement x

The following is a quantum chemistry calculation of one molecule with the formula C4H9N, from the OMol25 dataset.

The geometry in XYZ format:
```
14
C4H9N | the OMol25 dataset | the ωB97M-V functional and the def2-TZVPD basis
C 2.470 -0.209 -0.252
C 1.220 0.082 -0.604
N 0.135 0.228 0.255
C -1.190 -0.036 -0.318
C -2.239 0.002 0.765
H 3.214 -0.361 -1.013
H 2.664 -0.341 0.804
H 0.971 0.353 -1.625
H 0.240 -0.288 1.119
H -1.176 -1.023 -0.793
H -1.342 0.741 -1.067
H -2.182 0.936 1.315
H -2.190 -0.809 1.493
H -3.226 -0.106 0.323
```

## Properties
Orbital gap (eV): 9.26
LUMO (Eh): 0.0432
Net charge: 0
Structure (SMILES): C=CNCC

Which structure is the most stable? The one labeled arrangement x.

Arrangement w

The following is a quantum chemistry calculation of one molecule with the formula C4H9N, from the OMol25 dataset.

The geometry in XYZ format:
```
14
C4H9N | the OMol25 dataset | the ωB97M-V functional and the def2-TZVPD basis
C -0.827 -1.255 0.528
C -0.169 -0.527 -0.528
C 1.176 0.092 -0.096
C 0.485 1.401 -0.215
H -0.738 -0.722 1.536
H -0.477 -2.158 0.863
H -1.876 -1.366 0.289
H -0.159 -1.070 -1.521
H 1.429 -0.139 1.032
H 2.094 -0.052 -0.690
H 0.964 2.214 -0.756
H 0.396 1.819 0.896
H -1.615 1.000 -0.465
N -0.682 0.764 -0.873
```

## Properties
Orbital gap (eV): 9.95
LUMO (Eh): 0.0431
Net charge: 0
Structure (SMILES): C[C@@H]1CCN1

Arrangement x

The following is a quantum chemistry calculation of one molecule with the formula C4H9N, from the OMol25 dataset.

The geometry in XYZ format:
```
14
C4H9N | the OMol25 dataset | the ωB97M-V functional and the def2-TZVPD basis
C -0.979 0.673 0.836
C -0.059 1.127 -0.296
C 0.265 -0.097 -1.252
C 0.896 -1.709 0.486
N 0.643 -1.393 -0.736
H -2.032 0.379 0.489
H -0.477 -0.197 1.350
H -1.264 1.400 1.470
H 0.887 1.750 0.156
H -0.679 1.841 -0.887
H 1.266 0.221 -1.797
H -0.541 -0.366 -1.964
H 0.916 -0.897 1.386
H 1.158 -2.733 0.760
```

## Properties
Orbital gap (eV): 10.30
LUMO (Eh): 0.0412
Net charge: 0
Structure (SMILES): C=NCCC

Which structure is the most stable? The one labeled arrangement w.

Arrangement w

The following is a quantum chemistry calculation of C4H9N as an isolated structure, from the OMol25 dataset.

The geometry in XYZ format:
```
14
C4H9N | the OMol25 dataset | the ωB97M-V functional and the def2-TZVPD basis
C -2.153 -0.121 0.270
N 0.542 -0.059 1.539
C 0.400 0.300 0.122
C -0.853 -0.324 -0.433
C 1.850 0.257 -0.614
H -1.199 -1.030 0.524
H -2.944 -0.028 -0.502
H -2.114 0.660 1.035
H 0.326 -1.057 1.762
H 0.174 1.447 -0.052
H -0.512 -0.736 -1.361
H 1.676 0.744 -1.606
H 2.460 0.686 0.134
H 2.348 -0.739 -0.819
```

## Properties
Orbital gap (eV): 5.33
LUMO (Eh): -0.0509
Net charge: 0

Arrangement x

The following is a quantum chemistry calculation of C4H9N as an isolated structure, from the OMol25 dataset.

The geometry in XYZ format:
```
14
C4H9N | the OMol25 dataset | the ωB97M-V functional and the def2-TZVPD basis
C 0.345 -1.825 -0.842
C -0.588 1.085 2.168
C -0.599 2.169 1.285
C -0.457 2.196 -0.120
N 1.035 -2.508 -1.753
H -0.709 -2.064 -0.681
H 0.748 -1.022 -0.225
H -0.544 0.043 1.843
H -0.609 1.350 3.145
H -0.908 3.186 1.626
H 0.261 1.613 -0.649
H -1.169 2.786 -0.723
H 1.802 -5.200 -3.863
H 1.684 -4.883 -3.137
```

## Properties
Orbital gap (eV): 3.05
LUMO (Eh): -0.1222
Net charge: 0

Arrangement y

The following is a quantum chemistry calculation of one molecule with the formula C4H9N, from the OMol25 dataset.

The geometry in XYZ format:
```
14
C4H9N | the OMol25 dataset | the ωB97M-V functional and the def2-TZVPD basis
C 1.034 1.547 -1.445
C 0.169 0.351 -1.230
C -0.242 0.115 0.030
C -1.050 -1.007 0.612
H 1.214 1.968 -0.342
H 2.008 1.054 -1.826
H 0.604 2.582 -2.060
H 0.072 -0.461 -2.033
H 0.032 0.863 0.934
H -2.040 -0.592 0.878
H -1.044 -1.864 -0.027
H -0.551 -0.937 2.707
H 0.381 -2.043 1.892
N -0.586 -1.577 1.910
```

## Properties
Orbital gap (eV): 10.24
LUMO (Eh): 0.0438
Net charge: 0
Structure (SMILES): C/C=C/CN

Arrangement z

The following is a quantum chemistry calculation of one molecule with the formula C4H9N, from the OMol25 dataset.

The geometry in XYZ format:
```
14
C4H9N | the OMol25 dataset | the ωB97M-V functional and the def2-TZVPD basis
C 1.474 -0.010 0.657
C 0.021 -0.047 0.065
C -0.109 -0.350 -1.400
C -1.048 0.777 0.683
H 1.281 0.459 1.722
H 1.889 -1.032 0.698
H 2.147 0.679 0.167
H 0.616 -1.134 -1.711
H -1.168 -0.596 -1.731
H 0.195 0.498 -2.013
H -0.790 1.390 1.548
H -1.890 1.170 0.052
H -1.666 -1.125 0.329
N -0.953 -0.680 0.935
```

## Properties
Orbital gap (eV): 10.44
LUMO (Eh): 0.0391
Net charge: 0
Structure (SMILES): CC1(C)CN1

Which structure is the most stable? The one labeled arrangement z.

Arrangement w

The following is a quantum chemistry calculation of a 2-piece molecular cluster, C3H8N2OS overall, from the OMol25 dataset.

The geometry in XYZ format:
```
15
C3H8N2OS | the OMol25 dataset | the ωB97M-V functional and the def2-TZVPD basis
C 1.895 0.643 0.719
C -0.245 0.504 0.068
C -1.698 -1.236 0.190
N 1.858 0.755 -0.725
N 0.562 0.278 -1.083
O 0.542 0.653 1.171
S -1.403 1.883 -0.100
H 2.353 -0.312 1.006
H 2.432 1.468 1.187
H -1.048 -2.071 0.383
H -2.134 -1.195 -0.788
H -2.313 -0.930 1.013
H 1.906 1.733 -1.019
H 0.620 -0.701 -1.345
H -2.026 1.359 -1.156
```

## Properties
Orbital gap (eV): 8.96
LUMO (Eh): 0.0305
Net charge: 0

Arrangement x

The following is a quantum chemistry calculation of one molecule with the formula C3H8N2OS, from the OMol25 dataset.

The geometry in XYZ format:
```
15
C3H8N2OS | the OMol25 dataset | the ωB97M-V functional and the def2-TZVPD basis
C 0.803 1.857 -1.043
C -0.062 -0.259 -0.807
C -0.715 -1.196 0.150
H 0.354 2.038 -2.011
H 1.803 1.359 -1.218
H 1.054 2.805 -0.588
H 0.934 -0.669 -1.099
H -0.672 -0.292 -1.695
H -1.983 -2.550 0.543
H -0.775 -1.728 2.150
H 0.328 0.937 2.355
N -1.635 -1.975 -0.230
N -0.355 -1.113 1.462
O 0.025 1.022 -0.230
S 0.896 -0.235 2.260
```

## Properties
Orbital gap (eV): 9.86
LUMO (Eh): 0.0279
Net charge: 0
Structure (SMILES): [H]/N=C(/COC)NS

Arrangement y

The following is a quantum chemistry calculation of one molecule with the formula C3H8N2OS, from the OMol25 dataset.

The geometry in XYZ format:
```
15
C3H8N2OS | the OMol25 dataset | the ωB97M-V functional and the def2-TZVPD basis
C -1.579 0.191 -0.238
C 0.683 -1.253 0.200
C 1.352 0.066 0.489
H -0.207 1.496 -1.004
H -1.576 2.162 -0.140
H -2.729 -0.999 0.599
H 1.441 -1.950 -0.252
H 0.300 -1.694 1.160
H 0.606 0.674 1.059
H 2.233 -0.147 1.084
H 2.258 0.353 -1.195
N -1.199 1.429 -0.730
N -2.577 -0.002 0.552
O 1.666 0.861 -0.586
S -0.671 -1.187 -0.999
```

## Properties
Orbital gap (eV): 9.51
LUMO (Eh): 0.0187
Net charge: 0
Structure (SMILES): [H]/N=C(/N)SCCO

Arrangement z

The following is a quantum chemistry calculation of one molecule with the formula C3H8N2OS, from the OMol25 dataset.

The geometry in XYZ format:
```
15
C3H8N2OS | the OMol25 dataset | the ωB97M-V functional and the def2-TZVPD basis
N -0.231 0.247 1.330
C -0.164 -0.396 -0.005
C -0.956 0.361 -1.081
S -2.751 0.467 -0.785
C 1.295 -0.537 -0.420
N 2.084 -0.916 0.634
O 1.736 -0.223 -1.501
H 0.253 1.142 1.254
H -1.180 0.572 1.473
H -0.658 -1.366 0.094
H -0.837 -0.187 -2.020
H -0.588 1.373 -1.247
H -2.726 1.432 0.136
H 1.646 -0.938 1.535
H 3.079 -1.030 0.604
```

## Properties
Orbital gap (eV): 10.11
LUMO (Eh): 0.0265
Net charge: 0
Structure (SMILES): NC(=O)[C@@H](N)CS

Which structure is the most stable? The one labeled arrangement z.

Arrangement w

The following is a quantum chemistry calculation of one molecule with the formula C3H8N2OS, from the OMol25 dataset.

The geometry in XYZ format:
```
15
C3H8N2OS | the OMol25 dataset | the ωB97M-V functional and the def2-TZVPD basis
C -1.649 -1.133 -0.406
C 0.227 0.085 0.394
C 1.673 -0.048 0.899
H -1.600 -0.626 -1.415
H -2.476 -0.662 0.140
H -1.881 -2.214 -0.556
H 1.852 -1.075 1.251
H 1.829 0.666 1.714
H 2.562 -0.747 -1.215
H 0.511 2.098 -0.023
H -1.945 1.321 -0.627
N -0.432 -1.019 0.337
N -0.140 1.318 -0.146
O -1.437 1.790 0.054
S 2.905 0.247 -0.401
```

## Properties
Orbital gap (eV): 9.75
LUMO (Eh): 0.0309
Net charge: 0
Structure (SMILES): C/N=C(/CS)NO

Arrangement x

The following is a quantum chemistry calculation of one molecule with the formula C3H8N2OS, from the OMol25 dataset.

The geometry in XYZ format:
```
15
C3H8N2OS | the OMol25 dataset | the ωB97M-V functional and the def2-TZVPD basis
C 0.252 0.635 -1.253
C -0.566 0.283 1.397
C -0.623 -1.236 1.569
H -0.552 2.113 -2.443
H 0.918 1.414 -2.995
H 1.926 -0.134 -1.662
H 0.479 0.588 1.536
H -1.240 0.834 2.103
H -0.843 -1.495 2.606
H -1.440 -1.689 0.981
H 0.913 -1.513 0.440
N 0.100 1.319 -2.420
N 1.204 -0.166 -0.942
O 0.623 -1.852 1.294
S -1.153 0.899 -0.212
```

## Properties
Orbital gap (eV): 9.80
LUMO (Eh): 0.0217
Net charge: 0
Structure (SMILES): [H]/N=C(\N)SCCO

Arrangement y

The following is a quantum chemistry calculation of C3H8N2OS as an isolated structure, from the OMol25 dataset.

The geometry in XYZ format:
```
15
C3H8N2OS | the OMol25 dataset | the ωB97M-V functional and the def2-TZVPD basis
C 1.303 -1.468 -0.487
C -0.899 -0.391 -0.210
C 0.615 1.904 0.543
H 2.257 -1.548 0.198
H 1.622 -0.552 -1.196
H 1.059 -2.350 -1.195
H -0.590 -1.919 0.646
H 1.388 2.543 -0.130
H 0.023 2.453 1.223
H 1.298 1.139 0.957
H -2.471 1.122 0.436
N -0.028 -1.254 0.313
N -2.127 -0.928 -0.043
O -3.010 0.128 -0.191
S -0.439 1.120 -0.865
```

## Properties
Orbital gap (eV): 8.26
LUMO (Eh): 0.0095
Net charge: 0

Arrangement z

The following is a quantum chemistry calculation of one molecule with the formula C3H8N2OS, from the OMol25 dataset.

The geometry in XYZ format:
```
15
C3H8N2OS | the OMol25 dataset | the ωB97M-V functional and the def2-TZVPD basis
C 2.369 0.068 -1.341
C 0.165 0.138 -0.064
C -1.337 0.452 0.229
H 2.188 -0.883 -1.857
H 3.011 0.810 -2.043
H 2.890 0.033 -0.301
H -1.869 -0.640 -0.280
H -1.849 1.245 -0.515
H -1.368 1.275 2.225
H -2.608 0.426 1.599
H -0.906 -1.388 1.420
N -1.612 0.348 1.582
N 0.541 -1.145 -0.056
O -0.499 -1.960 0.463
S 0.886 1.222 -1.063
```

## Properties
Orbital gap (eV): 8.71
LUMO (Eh): 0.0161
Net charge: 0
Structure (SMILES): CS/C(CN)=N/O

Which structure is the most stable? The one labeled arrangement x.

Arrangement w

The following is a quantum chemistry calculation of CH2O3S2 as an isolated structure, from the OMol25 dataset.

The geometry in XYZ format:
```
8
CH2O3S2 | the OMol25 dataset | the ωB97M-V functional and the def2-TZVPD basis
C 0.135 -1.124 0.116
O 1.015 1.985 -0.339
O -1.429 1.810 -0.585
O -0.019 -0.223 -1.005
S -0.132 -0.129 1.644
S -0.167 1.250 -0.284
H -0.486 -1.966 0.221
H 1.084 -1.603 0.232
```

## Properties
Orbital gap (eV): 8.71
LUMO (Eh): -0.0459
Net charge: 0

Arrangement x

The following is a quantum chemistry calculation of CH2O3S2 as an isolated structure, from the OMol25 dataset.

The geometry in XYZ format:
```
8
CH2O3S2 | the OMol25 dataset | the ωB97M-V functional and the def2-TZVPD basis
C -0.922 0.632 0.211
O 1.420 -0.897 -0.999
O 1.086 -0.141 1.190
O 0.023 1.289 -0.171
S -1.474 -0.929 -0.222
S 1.827 0.053 0.007
H -1.472 1.188 1.005
H -0.488 -1.195 -1.021
```

## Properties
Orbital gap (eV): 9.69
LUMO (Eh): -0.0277
Net charge: 0

Which structure is the most stable? The one labeled arrangement x.

Arrangement w

The following is a quantum chemistry calculation of a 2-piece molecular cluster, H4N3P overall, from the OMol25 dataset.

The geometry in XYZ format:
```
8
H4N3P | the OMol25 dataset | the ωB97M-V functional and the def2-TZVPD basis
N -1.360 -0.606 -0.062
N -1.239 0.769 0.102
N -0.285 0.111 -0.647
P 1.317 -0.013 0.006
H -1.132 -1.157 0.775
H -0.760 0.992 1.556
H 1.781 0.961 -0.875
H 1.679 -1.056 -0.855
```

## Properties
Orbital gap (eV): 9.24
LUMO (Eh): 0.0003
Net charge: 0

Arrangement x

The following is a quantum chemistry calculation of one molecule with the formula H4N3P, from the OMol25 dataset.

The geometry in XYZ format:
```
8
H4N3P | the OMol25 dataset | the ωB97M-V functional and the def2-TZVPD basis
N 1.207 -0.828 -0.083
N 0.702 1.397 -0.277
N 0.438 0.203 -0.185
P -1.423 0.227 -0.217
H 0.505 -1.562 -0.108
H 1.626 1.655 -0.110
H -1.674 0.028 1.190
H -1.382 -1.121 -0.210
```

## Properties
Orbital gap (eV): 9.70
LUMO (Eh): 0.0195
Net charge: 0

Which structure is the most stable? The one labeled arrangement x.

Arrangement w

The following is a quantum chemistry calculation of C3H6OS2 as an isolated structure, from the OMol25 dataset.

The geometry in XYZ format:
```
12
C3H6OS2 | the OMol25 dataset | the ωB97M-V functional and the def2-TZVPD basis
C 1.324 1.710 -1.268
C -0.152 -0.396 0.083
C -1.920 -0.362 1.825
H 0.911 1.322 -2.183
H 2.268 1.077 -0.958
H 1.430 2.774 -0.872
H -2.287 -1.335 2.448
H -3.021 0.464 1.805
H -1.042 -0.030 2.653
O -1.284 -0.941 0.591
S -0.038 1.313 -0.070
S 1.069 -1.467 -0.646
```

## Properties
Orbital gap (eV): 8.52
LUMO (Eh): 0.0006
Net charge: 0

Arrangement x

The following is a quantum chemistry calculation of one molecule with the formula C3H6OS2, from the OMol25 dataset.

The geometry in XYZ format:
```
12
C3H6OS2 | the OMol25 dataset | the ωB97M-V functional and the def2-TZVPD basis
C 0.663 -0.347 -0.117
C 0.859 -1.675 -0.823
O -0.039 -2.429 -1.066
C -0.840 0.023 -0.005
S -1.154 1.710 -0.380
S -0.508 2.955 1.047
H 1.154 -0.327 0.861
H 1.196 0.374 -0.746
H 1.895 -1.892 -1.160
H -1.416 -0.455 -0.793
H -1.254 -0.226 0.974
H -0.556 2.289 2.208
```

## Properties
Orbital gap (eV): 8.77
LUMO (Eh): 0.0202
Net charge: 0
Structure (SMILES): O=CCCSS

Which structure is the most stable? The one labeled arrangement x.